(1)
DFT (ωB97M-V/def2-TZVPD) results for a single C7H11IN2S molecule at a distorted geometry.

XYZ file:
```
22
C7H11IN2S (ωB97M-V/def2-TZVPD)
C -0.40632 -1.77744 1.73945
C -0.52919 -2.08269 3.10456
C -0.91578 0.57105 1.71234
C 1.24467 1.61501 -2.21479
C 0.16481 0.53595 -2.52823
C -0.61958 0.18223 -1.21139
C 0.37482 -0.36314 -0.08805
N -0.32059 -0.51408 1.18513
N -1.03635 -1.33518 4.04879
S -1.74959 0.08924 3.43441
I -0.29614 2.53347 1.41031
H 0.06382 -2.54450 1.16134
H -0.12093 -3.06999 3.32872
H 1.84015 1.86566 -3.15613
H 0.62682 2.42181 -1.81884
H 1.85458 1.46983 -1.27724
H 0.63943 -0.36840 -2.93099
H -0.45025 1.05349 -3.18933
H -0.92508 1.21898 -0.82712
H -1.35016 -0.56706 -1.36129
H 1.08900 0.36686 0.01242
H 0.82185 -1.30108 -0.53408
```

Results
* HOMO-LUMO gap (spin up / spin down): 6.62 / 7.84 eV
* expectation value of S²: 2.0218
* E: -1078.54658 a.u.
* spin multiplicity: 3

Mulliken atomic charge list, values in e, 5 entries: number 1, C, carries -0.10; number 2, C, carries -0.05; number 3, C, carries -0.02; number 4, C, carries -0.97; number 5, C, carries -0.58



(2)
DFT (ωB97M-V/def2-TZVPD) results for 9 unconnected molecules or ions with the total composition H18O9 at a distorted geometry.

XYZ file:
```
27
H18O9 (ωB97M-V/def2-TZVPD)
O -29.29815 -13.58616 -7.20295
H -30.18796 -13.59886 -7.48253
H -28.78368 -13.31188 -7.99517
O -27.17605 -12.53849 -8.45995
H -27.27785 -12.50950 -9.40089
H -26.81816 -11.73734 -8.18724
O -28.44367 -10.28878 -9.43159
H -28.79040 -10.47710 -8.51361
H -28.52480 -11.12962 -9.90753
O -30.24586 -7.48741 -6.80943
H -29.40126 -7.13535 -6.99232
H -30.16172 -8.39171 -7.08805
O -26.96578 -10.85718 -12.77633
H -26.72912 -10.26291 -12.08801
H -27.03319 -10.28876 -13.50641
O -28.54994 -8.36326 -12.22980
H -28.78029 -9.00734 -11.53020
H -28.49374 -8.83464 -13.06684
O -29.16529 -10.18248 -6.74693
H -29.50000 -9.94370 -5.89783
H -28.25983 -10.12905 -6.50048
O -28.63888 -7.57812 -9.32027
H -28.36765 -8.52118 -9.31867
H -28.19691 -7.22118 -10.07781
O -28.15510 -12.60073 -11.08692
H -28.18730 -13.52982 -11.19868
H -27.35365 -12.44909 -11.58712
```

Results
* HOMO-LUMO gap: 10.65 eV
* ΔE to the lowest compared entry with this formula, charge and spin: 261.10 kJ/mol
* SMILES: O.O.O.O.O.O.O.O.O
* E: -687.92635 a.u.
* spin multiplicity: 1

Mulliken atomic charge list, values in e, 5 entries: number 1, O, carries -0.62; number 2, H, carries 0.29; number 3, H, carries 0.34; number 4, O, carries -0.67; number 5, H, carries 0.43



(3)
DFT (ωB97M-V/def2-TZVPD) results for 6 unconnected molecules or ions with the total composition C38H77Cl2FO13S at a distorted geometry.

XYZ file:
```
132
C38H77Cl2FO13S (ωB97M-V/def2-TZVPD)
C -0.67998 -2.93427 0.89334
C -0.51644 -1.64003 1.09066
C -0.23184 -0.06100 1.40290
C 1.18169 0.23281 2.09644
C 1.63395 -0.41132 3.46922
Cl 1.15830 0.52435 5.02609
C 1.51650 -2.00336 3.68084
C 0.43676 -2.45977 4.83341
C 1.47685 1.85180 1.99092
C 2.99107 2.25394 2.39101
C 4.11046 1.49701 1.50907
C 5.63487 1.88838 1.86634
Cl 3.90835 1.67920 -0.31149
O 0.58982 2.66659 2.80041
S -0.94281 2.54583 2.13822
O -0.83271 3.30624 0.80436
O -1.92780 3.34737 2.98341
C -1.52872 0.75582 1.88521
C -2.74091 0.93746 0.83855
C -2.57162 0.26120 -0.60793
C -3.23201 -0.97833 -0.95181
C -2.17220 0.19235 3.26587
C -3.03935 -1.14880 3.17648
C -4.22280 -1.00449 4.30891
F -2.35658 -2.38878 3.48999
H -0.55871 -4.08279 0.78039
H -0.04152 0.34443 0.31446
H 1.95770 -0.18338 1.31659
H 2.79626 -0.23174 3.48283
H 2.52712 -2.38643 4.13501
H 1.41614 -2.62421 2.70980
H 0.01183 -3.49898 4.57528
H 1.00567 -2.44088 5.85258
H -0.44518 -1.74181 4.94987
H 1.40830 2.06402 0.84277
H 3.24712 2.10065 3.50362
H 3.11325 3.39607 2.18373
H 4.01079 0.35538 1.73579
H 6.30364 1.05446 1.39412
H 5.97403 2.86992 1.36073
H 5.84394 1.85154 3.00082
H -3.77766 0.56028 1.22849
H -3.00135 2.05648 0.60649
H -1.89537 0.79824 -1.38902
H -2.82302 -1.64526 -1.81190
H -4.13614 -1.40886 -0.37798
H -2.89813 1.03387 3.62892
H -1.41839 0.05300 4.12307
H -3.59792 -1.33393 2.18855
H -5.05311 -0.27874 3.99077
H -4.64398 -2.07804 4.47769
H -3.71216 -0.72203 5.31477
C 2.06084 4.80878 9.71753
O 3.04262 5.27218 8.79844
C 4.04616 4.29289 8.53408
C 3.78720 3.56728 7.21429
O 2.59057 2.79210 7.27109
C 1.48984 3.44744 6.65817
H 1.19416 5.46832 9.65253
H 1.73911 3.78849 9.49509
H 2.46052 4.85247 10.73543
H 4.12545 3.58283 9.36497
H 4.99972 4.82607 8.45837
H 4.61151 2.87137 7.02839
H 3.75089 4.27458 6.37742
H 1.56484 3.35984 5.56953
H 1.43008 4.50434 6.93427
H 0.57013 2.95483 6.98442
C -1.53999 -6.75728 -0.59223
O -1.16212 -6.61826 0.77288
C -2.29088 -6.58155 1.64880
C -2.53277 -7.93751 2.31050
O -2.90501 -8.92712 1.35153
C -1.81647 -9.75875 0.97958
H -0.66099 -7.06614 -1.16004
H -2.32278 -7.50742 -0.72719
H -1.88686 -5.79343 -0.97773
H -3.18498 -6.23774 1.11677
H -2.06389 -5.84768 2.42935
H -3.36670 -7.84184 3.01263
H -1.65247 -8.26046 2.87825
H -1.63231 -10.50196 1.76221
H -0.90113 -9.18758 0.79861
H -2.08253 -10.28245 0.05777
C 2.61036 2.19621 -4.91368
O 1.54041 3.06998 -5.25448
C 0.28979 2.38891 -5.34596
C -0.54345 2.57507 -4.07860
O 0.07660 1.95697 -2.95161
C 0.77821 2.88801 -2.13911
H 3.45419 2.80282 -4.58074
H 2.33855 1.50768 -4.10977
H 2.91437 1.62526 -5.79656
H 0.44072 1.32590 -5.56559
H -0.25273 2.83025 -6.18874
H -1.51250 2.08575 -4.22007
H -0.73022 3.63747 -3.88339
H 0.07045 3.44564 -1.51764
H 1.37349 3.58977 -2.73091
H 1.45364 2.33195 -1.48381
C -4.92596 2.79548 -2.53019
O -5.14912 1.39090 -2.56158
C -6.52825 1.05848 -2.41134
C -7.18009 0.74919 -3.75844
O -7.21840 1.90369 -4.59678
C -6.17657 1.90885 -5.56062
H -3.93041 2.99208 -2.93150
H -5.65748 3.34127 -3.13112
H -4.96452 3.15087 -1.49570
H -7.06605 1.85662 -1.88721
H -6.57332 0.15966 -1.78696
H -8.21684 0.44411 -3.58538
H -6.66730 -0.07831 -4.26239
H -6.42774 1.23089 -6.38297
H -5.21319 1.61792 -5.13145
H -6.08262 2.92173 -5.96071
C 5.22009 -0.36884 -6.92846
O 3.90060 -0.32280 -7.45792
C 3.78980 0.57199 -8.56462
C 3.82627 -0.17658 -9.89636
O 5.09363 -0.79696 -10.11172
C 5.08029 -2.18117 -9.79807
H 5.30508 -1.25689 -6.30028
H 5.97650 -0.42520 -7.71497
H 5.39966 0.51704 -6.31126
H 4.56975 1.34059 -8.52309
H 2.82094 1.07427 -8.47271
H 3.67950 0.54288 -10.70787
H 3.01876 -0.91563 -9.95405
H 4.60242 -2.74124 -10.60854
H 4.56067 -2.38836 -8.85792
H 6.11426 -2.52235 -9.70155
```

Results
* HOMO-LUMO gap: 9.37 eV
* SMILES: C#C[C@@H]1[C@H]([C@@H](Cl)CC)[C@H](C[C@H](C)Cl)OS(=O)(=O)[C@]1(CC=C)C[C@H](C)F.COCCOC.COCCOC.COCCOC.COCCOC.COCCOC
* E: -3890.06405 a.u.
* spin multiplicity: 1

Mulliken atomic charge list, values in e, 5 entries: number 1, C, carries -0.53; number 2, C, carries -1.19; number 3, C, carries 0.11; number 4, C, carries 0.01; number 5, C, carries -0.32



(4)
DFT (ωB97M-V/def2-TZVPD) results for a single C3H4FN3O molecule at a distorted geometry.

XYZ file:
```
12
C3H4FN3O (ωB97M-V/def2-TZVPD)
C -0.40121 -0.14354 -0.67958
C 1.31192 0.53868 0.71871
C 0.49175 -0.15692 1.41970
H -2.59839 -1.24928 0.05555
H -2.76760 -1.69471 -1.79489
H 1.62654 0.95369 -1.22323
H 0.78533 -0.50787 2.39783
N -2.65269 -0.87664 -1.06628
N -1.28370 -0.46964 -1.51075
N 0.98302 0.30939 -0.64320
O -0.71957 -0.56017 0.69123
F 2.32994 1.42316 0.98039
```

Results
* HOMO-LUMO gap: 8.93 eV
* ΔE to the lowest compared entry with this formula, charge and spin: 432.40 kJ/mol
* SMILES: N/N=c1/[nH]c(F)co1
* E: -455.92855 a.u.
* spin multiplicity: 1

Mulliken atomic charge list, values in e, 5 entries: number 1, C, carries 0.50; number 2, C, carries 0.22; number 3, C, carries -0.25; number 4, H, carries 0.31; number 5, H, carries 0.28



(5)
DFT (ωB97M-V/def2-TZVPD) results for a molecular structure, C5H8N at a distorted geometry.

XYZ file:
```
14
C5H8N (ωB97M-V/def2-TZVPD)
C 1.36252 -1.94300 2.13702
C 0.61113 -1.46418 1.25708
C 0.41178 -0.66794 0.12872
C 0.62773 0.74502 0.20949
C 0.06578 -1.28324 -1.17798
N 1.44469 1.29786 1.11166
H -1.80098 -0.20196 0.62684
H 0.08460 1.17262 -0.57299
H -0.81438 -1.93467 -1.05022
H 0.78478 -2.00631 -1.53113
H 0.07124 -0.43872 -1.85221
H 1.58274 2.34527 1.34714
H -2.54178 -0.03877 0.88424
H 1.87517 0.57044 1.64086
```

Results
* HOMO-LUMO gap (spin up / spin down): 7.07 / 7.06 eV
* ΔE to the lowest compared entry with this formula, charge and spin: 733.62 kJ/mol
* charge: +1
* E: -249.54572 a.u.
* spin multiplicity: 1

Mulliken atomic charge list, values in e, 5 entries: number 1, C, carries -0.27; number 2, C, carries 0.05; number 3, C, carries -0.02; number 4, C, carries 0.37; number 5, C, carries -0.96



(6)
DFT (ωB97M-V/def2-TZVPD) results for a single C4H10N2O2 molecule at a distorted geometry.

XYZ file:
```
18
C4H10N2O2 (ωB97M-V/def2-TZVPD)
C -0.30193 -1.08579 0.16245
N -0.91586 -0.50743 -1.05008
C -1.91631 0.42894 -1.12685
O -2.48558 0.74164 -0.01630
O -2.26645 1.11548 -2.04738
C 0.52352 0.02906 0.87411
C 1.45746 0.68074 -0.28584
N 1.42902 -0.67279 1.82933
H -0.99370 -1.53611 0.86990
H 0.23918 -1.96486 -0.23758
H -0.56239 -0.98011 -1.98858
H -3.02829 1.46083 0.27334
H -0.17047 0.80959 1.38929
H 2.29741 1.21521 0.06542
H 0.91035 1.28826 -1.12756
H 1.72515 0.02259 -1.15986
H 1.79138 0.02540 2.38215
H 2.26749 -1.07066 1.19404
```

Results
* HOMO-LUMO gap: 10.14 eV
* ΔE to the lowest compared entry with this formula, charge and spin: 302.76 kJ/mol
* SMILES: C[C@H](N)CNC(=O)O
* E: -418.34565 a.u.
* spin multiplicity: 1

Mulliken atomic charge list, values in e, 5 entries: number 1, C, carries -0.88; number 2, N, carries -0.17; number 3, C, carries 0.59; number 4, O, carries -0.49; number 5, O, carries -0.64



(7)
DFT (ωB97M-V/def2-TZVPD) results for a gas-phase ion, C3H7N2O (charge +1).

XYZ file:
```
13
C3H7N2O (ωB97M-V/def2-TZVPD)
C -0.17677 -0.65635 0.00616
C -1.23275 0.40592 0.05527
C -0.05279 1.40363 0.06593
N 0.79464 0.22130 -0.03487
N -0.16057 -1.96322 0.02006
O 2.14149 0.05341 0.05562
H -1.87902 0.45511 -0.81787
H -1.84038 0.39747 0.95738
H 0.02336 2.07157 -0.79222
H 0.08358 1.96052 0.99280
H -1.01680 -2.49629 0.05473
H 0.71653 -2.46722 0.03099
H 2.59949 0.61414 -0.59398
```

Results
* HOMO-LUMO gap: 11.76 eV
* ΔE to the lowest compared entry with this formula, charge and spin: 231.34 kJ/mol
* charge: +1
* SMILES: [NH2+]=C1CCN1O
* E: -302.95191 a.u.
* spin multiplicity: 1

Mulliken atomic charge list, values in e, 5 entries: number 1, C, carries 0.39; number 2, C, carries -0.47; number 3, C, carries -0.48; number 4, N, carries 0.28; number 5, N, carries -0.37



(8)
DFT (ωB97M-V/def2-TZVPD) results for 2 unconnected molecules or ions with the total composition S2 at a distorted geometry.

XYZ file:
```
2
S2 (ωB97M-V/def2-TZVPD)
S 0.12914 1.71560 0.54309
S -0.12914 -1.71560 -0.54309
```

Results
* HOMO-LUMO gap: 4.06 eV
* ΔE to the lowest compared entry with this formula, charge and spin: 728.65 kJ/mol
* E: -796.04344 a.u.
* spin multiplicity: 1

Charges per atom according to Mulliken partitioning, unit e: number 1, S, carries 0.00; number 2, S, carries 0.00



(9)
DFT (ωB97M-V/def2-TZVPD) results for 2 unconnected molecules or ions with the total composition C5H8O at a distorted geometry.

XYZ file:
```
14
C5H8O (ωB97M-V/def2-TZVPD)
C 1.08555 -0.11935 3.21270
C 0.80401 0.65584 2.29901
C 0.66806 -0.83476 -0.39882
C -1.51810 0.36996 -0.19745
C -0.07157 0.44094 -0.39093
O 0.79754 1.23776 1.23118
H 0.79385 -0.38613 4.21895
H 1.70468 -0.71284 -0.86164
H 0.71274 -1.12053 0.67934
H 0.06696 -1.74872 -0.70419
H -1.64931 -0.38441 0.60705
H -1.81178 -0.14280 -1.20024
H -1.93900 1.31206 -0.06073
H 0.12947 1.27249 -1.05956
```

Results
* HOMO-LUMO gap (spin up / spin down): 8.19 / 8.19 eV
* ΔE to the lowest compared entry with this formula, charge and spin: 449.60 kJ/mol
* E: -270.38665 a.u.
* spin multiplicity: 1

Mulliken atomic charge list, values in e, 5 entries: number 1, C, carries -0.49; number 2, C, carries 0.33; number 3, C, carries -0.88; number 4, C, carries -1.08; number 5, C, carries 0.35



Which of these has the highest E? C5H8N



Please write out number 9 again, unchanged.
DFT (ωB97M-V/def2-TZVPD) results for 2 unconnected molecules or ions with the total composition C5H8O at a distorted geometry.

XYZ file:
```
14
C5H8O (ωB97M-V/def2-TZVPD)
C 1.08555 -0.11935 3.21270
C 0.80401 0.65584 2.29901
C 0.66806 -0.83476 -0.39882
C -1.51810 0.36996 -0.19745
C -0.07157 0.44094 -0.39093
O 0.79754 1.23776 1.23118
H 0.79385 -0.38613 4.21895
H 1.70468 -0.71284 -0.86164
H 0.71274 -1.12053 0.67934
H 0.06696 -1.74872 -0.70419
H -1.64931 -0.38441 0.60705
H -1.81178 -0.14280 -1.20024
H -1.93900 1.31206 -0.06073
H 0.12947 1.27249 -1.05956
```

Results
* HOMO-LUMO gap (spin up / spin down): 8.19 / 8.19 eV
* ΔE to the lowest compared entry with this formula, charge and spin: 449.60 kJ/mol
* E: -270.38665 a.u.
* spin multiplicity: 1

Mulliken atomic charge list, values in e, 5 entries: number 1, C, carries -0.49; number 2, C, carries 0.33; number 3, C, carries -0.88; number 4, C, carries -1.08; number 5, C, carries 0.35